C31H18Cl3F5MnNO2PSe as an isolated structure, computed with ωB97M-V with the def2-TZVPD basis set.

Structure (XYZ):
```
63
Properties=species:S:1:pos:R:3:lowdin_charge:R:1
Mn 0.34 1.17 0.35 0.173
Cl 3.72 -3.80 4.03 0.662
C 3.25 -2.60 2.87 -0.694
C 2.21 -1.73 3.17 -0.130
C 1.85 -0.81 2.22 -0.527
Cl 0.51 0.27 2.46 0.837
C 2.47 -0.67 0.96 -0.482
O 2.08 0.23 0.11 -0.198
C 3.51 -1.59 0.71 -0.592
Cl 4.29 -1.53 -0.83 0.712
C 3.89 -2.54 1.64 -0.136
H 1.71 -1.78 4.13 0.113
H 4.69 -3.23 1.40 0.108
O 1.28 3.03 -1.11 -0.054
N 0.24 2.12 -1.38 -0.125
C 0.26 1.72 -2.59 -0.032
C -0.64 0.73 -3.15 -0.180
C -0.79 0.76 -4.54 -0.023
C -1.64 -0.11 -5.19 -0.058
C -2.35 -1.05 -4.46 -0.046
C -2.21 -1.10 -3.09 -0.086
C -1.37 -0.22 -2.41 -0.292
P -1.15 -0.47 -0.61 1.107
C -2.87 -0.81 -0.09 -0.340
C -3.87 0.02 -0.61 -0.097
C -5.20 -0.19 -0.28 -0.072
C -5.54 -1.22 0.59 -0.079
C -4.55 -2.02 1.13 -0.072
C -3.22 -1.82 0.79 -0.072
C -0.26 -2.08 -0.56 -0.315
C -0.04 -2.70 0.67 -0.124
C 0.71 -3.86 0.74 -0.068
C 1.26 -4.41 -0.40 -0.069
C 1.06 -3.79 -1.62 -0.071
C 0.32 -2.62 -1.71 -0.071
H 0.84 3.89 -0.95 0.066
H 0.98 2.19 -3.26 0.152
H -0.23 1.50 -5.10 0.118
H -1.74 -0.06 -6.27 0.112
H -3.01 -1.75 -4.97 0.113
H -2.75 -1.85 -2.53 0.122
H -3.60 0.83 -1.27 0.111
H -5.97 0.44 -0.71 0.107
H -6.58 -1.38 0.86 0.105
H -4.82 -2.82 1.82 0.107
H -2.47 -2.47 1.22 0.087
H -0.44 -2.26 1.58 0.086
H 0.87 -4.33 1.71 0.113
H 1.86 -5.31 -0.34 0.110
H 1.49 -4.21 -2.53 0.108
H 0.20 -2.14 -2.67 0.100
F 3.98 6.26 3.47 0.128
C 2.93 5.59 3.00 -0.141
C 2.34 4.60 3.77 -0.143
F 2.83 4.32 4.98 0.123
C 1.24 3.92 3.29 -0.263
F 0.68 3.00 4.07 0.057
C 0.70 4.18 2.03 -0.520
Se -0.89 3.33 1.41 0.669
C 1.33 5.17 1.28 -0.252
F 0.87 5.46 0.05 0.042
C 2.43 5.87 1.75 -0.144
F 3.00 6.80 0.99 0.119
```

For the LUMO energy (spin up / spin down), the calculation gives -0.04058 / -0.04227 hartree. The value obtained for the HOMO energy (spin up / spin down) is -7.746 / -7.583 eV. As for the spin multiplicity: 2.

***

C31H19Br2F11N3O4Os as an isolated structure, computed with ωB97M-V with the def2-TZVPD basis set.

Structure (XYZ):
```
71
Properties=species:S:1:pos:R:3:lowdin_charge:R:1
Os 0.86 -0.23 0.16 1.876
C 3.86 -1.36 0.38 -0.092
N 3.05 -0.11 0.30 -0.326
C 3.51 0.63 -0.96 -0.144
C 2.57 0.48 -2.13 -0.202
N 1.20 0.12 -1.76 -0.172
C 0.27 0.02 -2.79 -0.152
C -0.94 0.73 -2.74 -0.137
F -1.21 1.39 -1.60 0.075
C -1.74 0.91 -3.83 -0.129
F -2.96 1.47 -3.72 0.121
C -1.31 0.44 -5.08 -0.146
F -2.04 0.83 -6.14 0.098
C -0.18 -0.32 -5.25 -0.105
F 0.21 -0.85 -6.45 0.078
C 0.53 -0.57 -4.05 -0.094
F 1.68 -1.32 -4.08 0.047
C 3.28 0.62 1.55 -0.220
C 2.53 -0.06 2.68 -0.210
N 1.35 -0.65 2.09 -0.200
C 0.29 -1.08 2.86 -0.203
C -0.64 -0.11 3.24 -0.139
F -0.32 1.24 3.22 0.067
C -1.85 -0.50 3.77 -0.102
F -2.90 0.35 4.07 0.056
C -2.05 -1.81 4.25 -0.112
F -3.10 -2.19 5.00 0.105
C -1.12 -2.82 3.81 -0.103
F -1.45 -4.14 3.90 0.086
C 0.09 -2.41 3.29 -0.141
F 1.02 -3.36 3.23 0.108
H 4.87 -1.06 0.66 0.086
H 3.77 -1.73 -0.67 0.096
H 3.35 -2.13 1.02 0.097
H 4.49 0.21 -1.20 0.113
H 3.67 1.66 -0.75 0.090
H 3.05 -0.12 -2.95 0.118
H 2.39 1.42 -2.65 0.113
H 2.98 1.67 1.44 0.113
H 4.33 0.72 1.89 0.123
H 2.23 0.63 3.54 0.138
H 3.22 -0.90 3.05 0.125
Br -5.29 -5.24 -1.08 0.695
C -3.55 -4.50 -1.00 -0.696
C -2.46 -5.36 -1.12 -0.149
C -1.17 -4.87 -1.08 -0.044
C -1.04 -3.50 -0.81 -0.022
C -2.13 -2.71 -0.72 -0.137
C -3.42 -3.14 -1.04 -0.068
C -2.06 -1.24 -0.32 -0.571
O -2.91 -0.40 -0.45 0.056
O -0.91 -1.02 0.20 -0.223
H -2.60 -6.40 -1.38 0.090
H -0.35 -5.56 -1.29 0.107
H -0.08 -3.05 -0.54 0.083
H -4.30 -2.44 -1.10 0.138
Br -2.83 2.49 1.01 0.869
C -1.62 3.96 0.97 -0.516
C -2.29 5.12 1.35 -0.175
C -1.61 6.32 1.37 -0.119
C -0.31 6.38 0.99 -0.112
C 0.37 5.26 0.50 -0.021
C -0.21 3.99 0.54 -0.119
C 0.53 2.79 0.12 -0.549
O 1.56 2.91 -0.56 0.028
O 0.09 1.65 0.66 -0.262
H -3.36 5.07 1.54 0.084
H -2.14 7.25 1.54 0.101
H 0.22 7.35 1.06 0.107
H 1.43 5.34 0.18 0.126
F 1.57 -2.12 -0.12 -0.501
```

For the LUMO energy (spin up / spin down), the calculation gives 0.08074 / 0.06740 hartree. The value obtained for the HOMO energy (spin up / spin down) is -3.109 / -5.680 eV. The relative energy (zero: lowest compared OMol25 entry of this formula, charge and spin) is 0.0 kJ/mol. Its total charge is -1. As for the spin multiplicity: 5.

***

C31H19Cl5EuN4O6S as an isolated structure, computed with ωB97M-V with the def2-TZVPD basis set.

Structure (XYZ):
```
67
Properties=species:S:1:pos:R:3:lowdin_charge:R:1
Eu -1.34 -0.22 -1.22 1.487
O 5.70 -1.70 0.55 -0.046
C 5.41 -0.88 -0.32 -0.704
O 6.10 -0.19 -1.07 -0.049
C 3.84 -0.64 -0.50 -0.072
C 2.96 -1.15 0.44 0.048
C 1.61 -0.80 0.38 -0.214
N 1.13 -0.05 -0.63 0.067
C 1.98 0.44 -1.54 -0.196
C 3.35 0.18 -1.50 0.046
C 1.38 1.38 -2.53 -0.209
C 2.09 2.48 -2.99 -0.009
C 1.47 3.37 -3.84 -0.070
C 0.16 3.13 -4.21 -0.063
C -0.48 2.02 -3.69 -0.185
N 0.11 1.15 -2.88 -0.022
C 0.64 -1.15 1.43 -0.278
C 1.05 -1.62 2.68 -0.023
C 0.10 -1.96 3.62 -0.072
C -1.24 -1.83 3.29 -0.053
C -1.58 -1.34 2.04 -0.115
N -0.66 -0.99 1.13 0.017
H 3.37 -1.80 1.20 0.110
H 4.05 0.60 -2.21 0.114
H 3.10 2.66 -2.65 0.111
H 1.99 4.24 -4.21 0.099
H -0.37 3.81 -4.87 0.097
H -1.52 1.82 -3.93 0.095
H 2.10 -1.70 2.90 0.109
H 0.39 -2.33 4.59 0.101
H -2.02 -2.11 3.99 0.100
H -2.61 -1.23 1.74 0.108
Cl -1.33 -0.97 -4.41 0.667
C -0.40 -2.25 -3.70 -0.714
C -0.48 -2.31 -2.31 -0.279
C 0.06 -3.49 -1.78 -0.702
Cl -0.17 -3.77 -0.09 0.714
C 0.69 -4.48 -2.53 -0.725
Cl 1.28 -5.92 -1.80 0.636
C 0.82 -4.30 -3.91 -0.727
Cl 1.62 -5.47 -4.87 0.631
C 0.25 -3.18 -4.51 -0.729
Cl 0.36 -2.95 -6.21 0.630
C 0.14 1.62 5.51 -0.057
C -0.46 1.87 4.15 -0.287
C 0.33 1.78 3.01 -0.042
C -0.22 1.96 1.75 -0.069
C -1.57 2.24 1.62 -0.260
C -2.36 2.37 2.75 -0.067
C -1.81 2.18 4.01 -0.051
S -2.26 2.44 -0.03 0.532
O -3.02 3.67 -0.01 -0.331
O -1.08 2.43 -0.91 -0.409
N -3.01 1.14 -0.45 -0.373
C -4.21 0.63 0.18 -0.205
C -4.33 -0.89 -0.19 -0.713
O -5.32 -1.49 0.20 -0.033
O -3.34 -1.37 -0.85 -0.203
H 1.20 1.86 5.51 0.073
H 0.03 0.57 5.78 0.071
H -0.37 2.22 6.27 0.069
H 1.39 1.56 3.11 0.116
H 0.40 1.92 0.86 0.097
H -3.40 2.65 2.63 0.108
H -2.42 2.29 4.89 0.104
H -5.11 1.14 -0.16 0.107
H -4.17 0.71 1.28 0.095
```

For the LUMO energy (spin up / spin down), the calculation gives 0.14740 / 0.14740 hartree. The value obtained for the HOMO energy (spin up / spin down) is -0.609 / -3.417 eV. The relative energy (zero: lowest compared OMol25 entry of this formula, charge and spin) is 0.0 kJ/mol. Its total charge is -2. As for the spin multiplicity: 8.

***

C31H19F8NO2PS3Sc as an isolated structure, computed with ωB97M-V with the def2-TZVPD basis set.

Structure (XYZ):
```
66
Properties=species:S:1:pos:R:3:lowdin_charge:R:1
Sc 0.11 0.14 2.81 0.689
S 2.11 0.71 -0.62 0.663
C 2.87 0.51 -2.19 -0.631
C 2.72 -0.35 -3.26 -0.074
C 3.54 -0.13 -4.37 -0.112
C 4.46 0.92 -4.40 -0.126
C 4.59 1.79 -3.31 -0.105
C 3.78 1.57 -2.22 -0.663
S 3.49 2.32 -0.66 0.650
H 2.01 -1.17 -3.24 0.087
H 3.46 -0.79 -5.23 0.089
H 5.08 1.06 -5.27 0.085
H 5.31 2.61 -3.34 0.097
F 2.39 -0.27 2.48 -0.236
C 2.47 -1.62 3.13 -0.269
F 1.17 -2.04 2.70 -0.158
F 2.17 -1.21 4.43 -0.091
N -0.51 -0.28 0.86 -0.324
P -1.40 -0.98 -0.14 0.702
C -2.72 -2.07 0.51 -0.266
C -3.01 -1.94 1.87 -0.048
C -4.00 -2.75 2.44 -0.073
C -4.68 -3.67 1.67 -0.114
C -4.39 -3.81 0.31 -0.113
C -3.41 -3.01 -0.26 -0.107
C -0.47 -2.10 -1.28 -0.263
C 0.69 -2.65 -0.73 -0.075
C 1.49 -3.51 -1.49 -0.085
C 1.13 -3.82 -2.80 -0.122
C -0.01 -3.25 -3.35 -0.114
C -0.80 -2.40 -2.60 -0.101
C -2.28 0.09 -1.35 -0.263
C -3.65 0.09 -1.57 -0.080
C -4.23 0.99 -2.46 -0.105
C -3.43 1.90 -3.15 -0.113
C -2.06 1.92 -2.92 -0.086
C -1.49 1.03 -2.03 -0.076
H -2.47 -1.24 2.49 0.070
H -4.21 -2.65 3.50 0.104
H -5.44 -4.30 2.12 0.087
H -4.91 -4.54 -0.29 0.087
H -3.17 -3.13 -1.31 0.094
H 0.97 -2.39 0.28 0.089
H 2.39 -3.93 -1.05 0.103
H 1.75 -4.48 -3.39 0.091
H -0.28 -3.47 -4.38 0.091
H -1.68 -1.94 -3.04 0.100
H -4.28 -0.60 -1.03 0.094
H -5.30 0.98 -2.61 0.090
H -3.88 2.60 -3.84 0.088
H -1.43 2.64 -3.44 0.098
H -0.42 1.07 -1.82 0.072
O -1.07 -0.59 4.17 -0.452
O -1.45 0.78 3.81 -0.454
F 2.87 5.69 6.41 0.078
C 2.38 5.00 5.35 -0.161
C 2.12 5.64 4.16 -0.159
F 2.35 6.97 4.06 0.079
C 1.61 4.94 3.08 -0.249
F 1.37 5.62 1.96 0.059
C 1.34 3.56 3.13 -0.566
S 0.69 2.68 1.80 0.614
C 1.63 2.96 4.36 -0.224
F 1.43 1.64 4.51 0.054
C 2.14 3.65 5.45 -0.149
F 2.40 3.02 6.60 0.101
```

For the LUMO energy, the calculation gives 0.15214 hartree. The value obtained for the HOMO energy is -1.481 eV. The relative energy (zero: lowest compared OMol25 entry of this formula, charge and spin) is 149.8 kJ/mol. Its total charge is -2. As for the spin multiplicity: 1.

***

C31H21BaCl2IN4O3SSe as an isolated structure, computed with ωB97M-V with the def2-TZVPD basis set.

Structure (XYZ):
```
65
Properties=species:S:1:pos:R:3:lowdin_charge:R:1
Ba -0.14 -0.71 0.26 1.871
I -0.72 -3.34 2.43 0.900
C -1.27 -4.63 0.78 -0.560
C -1.48 -5.93 1.14 -0.182
C -1.82 -6.89 0.16 -0.091
C -1.91 -6.50 -1.14 -0.047
C -1.71 -5.16 -1.52 -0.178
C -1.83 -4.79 -2.87 -0.058
C -1.72 -3.48 -3.24 -0.094
C -1.46 -2.50 -2.27 -0.191
C -1.26 -2.78 -0.93 -0.286
C -1.40 -4.15 -0.55 -0.273
H -1.39 -6.23 2.17 0.076
H -2.00 -7.91 0.46 0.100
H -2.14 -7.21 -1.92 0.107
H -2.02 -5.57 -3.60 0.104
H -1.83 -3.18 -4.27 0.096
H -1.42 -1.47 -2.60 0.032
Se 1.77 5.83 6.53 1.127
N 1.47 5.79 4.80 -0.247
C 1.09 4.57 4.46 -0.331
C 0.70 4.17 3.14 -0.088
C 0.71 5.07 2.07 0.008
C 0.26 4.64 0.84 -0.031
C -0.19 3.32 0.73 -0.137
N -0.17 2.45 1.72 0.116
C 0.28 2.84 2.91 -0.141
C 0.30 1.87 4.00 -0.143
N -0.04 0.60 3.73 0.129
C -0.01 -0.27 4.71 -0.127
C 0.31 0.03 6.03 -0.029
C 0.63 1.33 6.34 0.008
C 0.65 2.28 5.30 -0.088
C 1.02 3.64 5.54 -0.331
N 1.35 4.14 6.72 -0.247
H 1.05 6.08 2.24 0.117
H 0.25 5.30 -0.01 0.106
H -0.62 2.97 -0.20 0.084
H -0.28 -1.29 4.45 0.032
H 0.31 -0.74 6.79 0.109
H 0.88 1.65 7.34 0.116
C 1.24 1.96 -2.15 -0.178
S 0.08 0.56 -2.33 0.871
O -0.93 0.81 -1.29 -0.800
C -0.58 1.17 -3.90 -0.374
C 0.08 0.67 -5.02 -0.086
C -0.34 1.04 -6.28 -0.070
C -1.43 1.90 -6.42 -0.076
C -2.09 2.37 -5.30 -0.069
C -1.67 2.01 -4.03 -0.061
H 0.74 2.90 -2.37 0.064
H 2.07 1.81 -2.84 0.068
H 1.59 1.95 -1.13 0.050
H 0.91 0.00 -4.87 0.117
H 0.17 0.67 -7.16 0.108
H -1.76 2.18 -7.41 0.106
H -2.94 3.03 -5.42 0.108
H -2.19 2.35 -3.15 0.115
Cl 5.03 -0.78 0.24 0.617
C 3.79 -1.83 -0.43 -1.027
Cl 3.86 -3.44 0.25 0.635
C 2.41 -1.23 -0.10 -0.922
O 1.74 -0.90 -1.09 -0.348
O 2.06 -1.15 1.07 -0.254
H 3.94 -1.89 -1.51 0.069
```

For the LUMO energy, the calculation gives -0.03441 hartree. The value obtained for the HOMO energy is -6.938 eV. The relative energy (zero: lowest compared OMol25 entry of this formula, charge and spin) is 262.0 kJ/mol. As for the spin multiplicity: 1.

***

C31H21BrCl2InN4O2 as an isolated structure, computed with ωB97M-V with the def2-TZVPD basis set.

Structure (XYZ):
```
62
Properties=species:S:1:pos:R:3:lowdin_charge:R:1
In -15.30 -8.30 7.27 0.944
Br -15.71 -15.60 8.94 0.777
C -15.58 -13.96 8.03 -0.699
C -15.87 -13.76 6.71 -0.080
C -15.73 -12.50 6.18 0.011
C -15.30 -11.39 6.94 -0.345
O -15.17 -10.22 6.39 -0.116
C -14.99 -11.64 8.31 -0.130
C -14.57 -10.62 9.20 -0.045
N -14.39 -9.35 9.03 0.034
C -13.79 -8.50 9.98 -0.179
C -12.98 -8.89 11.02 -0.006
C -12.47 -8.00 11.95 -0.065
C -12.79 -6.68 11.93 -0.016
C -13.58 -6.16 10.87 -0.137
C -13.94 -4.80 10.78 0.007
C -14.70 -4.41 9.73 -0.016
C -15.12 -5.36 8.78 -0.036
N -14.84 -6.68 8.83 0.064
C -14.09 -7.06 9.87 -0.167
C -15.17 -12.93 8.85 -0.089
H -16.14 -14.54 6.02 0.120
H -15.98 -12.35 5.16 0.118
H -14.38 -10.97 10.17 0.116
H -12.71 -9.94 11.09 0.120
H -11.85 -8.39 12.74 0.116
H -12.33 -6.03 12.71 0.139
H -13.60 -4.17 11.59 0.135
H -14.92 -3.33 9.55 0.139
H -15.60 -4.99 7.89 0.101
H -14.88 -13.20 9.89 0.117
Cl -16.43 -3.98 5.14 0.721
C -17.59 -5.20 5.60 -0.542
C -19.02 -4.85 5.56 -0.071
C -19.91 -5.79 5.91 -0.619
Cl -21.61 -5.53 5.68 0.731
C -19.49 -7.07 6.34 -0.153
C -20.31 -8.10 6.76 0.013
C -19.82 -9.33 7.29 0.000
C -18.44 -9.44 7.39 -0.096
N -17.57 -8.50 6.99 0.052
C -18.05 -7.34 6.45 -0.094
C -17.08 -6.37 6.02 -0.456
O -15.84 -6.72 6.05 -0.150
H -19.41 -3.95 5.18 0.096
H -21.36 -7.99 6.65 0.086
H -20.44 -10.16 7.59 0.117
H -17.97 -10.36 7.75 0.121
N -13.16 -7.94 6.33 0.075
C -12.49 -6.72 6.53 -0.328
C -12.55 -5.76 5.56 -0.029
C -11.96 -4.52 5.81 -0.067
C -11.33 -4.24 7.01 -0.067
C -11.33 -5.20 8.06 -0.058
C -11.85 -6.43 7.73 -0.061
H -13.20 -8.28 5.34 0.152
H -12.73 -8.71 6.83 0.102
H -13.05 -5.94 4.58 0.141
H -11.95 -3.78 5.02 0.111
H -10.83 -3.30 7.17 0.100
H -10.84 -5.00 9.03 0.121
H -11.83 -7.21 8.51 0.118
```

For the LUMO energy, the calculation gives -0.13867 hartree. The value obtained for the HOMO energy is -10.613 eV. Its total charge is +1. As for the spin multiplicity: 1.

***

C31H21Co2N2O6S as an isolated structure, computed with ωB97M-V with the def2-TZVPD basis set.

Structure (XYZ):
```
63
Properties=species:S:1:pos:R:3:lowdin_charge:R:1
C -4.18 -1.09 3.39 -0.097
C -4.14 -1.53 2.06 -0.088
C -2.92 -1.89 1.48 -0.022
C -1.75 -1.79 2.24 -0.187
C -0.40 -2.24 1.69 -0.302
C 0.20 -3.34 2.56 -0.132
C 1.66 -3.58 2.26 -0.123
N 2.35 -2.30 2.30 -0.043
C 3.72 -2.15 2.55 -0.235
C 4.11 -0.81 2.48 -0.482
C 5.42 -0.47 2.80 -0.090
C 6.31 -1.47 3.21 -0.105
C 5.90 -2.82 3.27 -0.096
C 4.59 -3.17 2.93 -0.023
S 2.80 0.22 1.97 1.086
C 1.69 -1.16 1.90 -0.577
N 0.46 -1.06 1.56 0.083
C -1.78 -1.29 3.54 -0.048
C -3.00 -0.95 4.13 -0.086
H -5.14 -0.85 3.85 0.095
H -5.05 -1.60 1.47 0.104
H -2.86 -2.24 0.44 0.116
H -0.56 -2.66 0.68 0.137
H 0.09 -3.07 3.62 0.115
H -0.37 -4.26 2.39 0.128
H 2.10 -4.25 3.00 0.113
H 1.76 -4.06 1.27 0.138
H 5.72 0.57 2.73 0.104
H 7.33 -1.22 3.48 0.096
H 6.60 -3.59 3.58 0.097
H 4.23 -4.20 2.96 0.103
H -0.84 -1.18 4.10 0.112
H -3.01 -0.59 5.16 0.096
O -1.48 4.12 -0.14 0.101
C -2.02 3.41 -0.87 -0.171
Co -2.70 2.29 -2.00 0.055
C -3.75 1.53 -0.81 -0.185
O -4.42 1.10 0.04 0.079
C -3.68 3.33 -3.01 -0.198
O -4.32 4.07 -3.63 0.074
C -0.93 1.79 -2.86 -0.324
C -0.02 2.81 -3.34 -0.219
C -0.48 3.86 -4.17 -0.042
C 0.29 5.01 -4.32 -0.098
C 1.54 5.10 -3.70 -0.121
C 2.08 3.98 -3.07 -0.105
C 1.33 2.81 -2.94 -0.024
C -0.72 0.56 -2.19 -0.342
C -0.08 0.02 -1.14 -0.029
Co -1.90 0.45 -3.51 0.074
C -2.75 1.21 -4.87 -0.137
O -3.32 1.60 -5.80 0.123
C -3.31 -0.38 -2.80 -0.144
O -4.17 -1.09 -2.49 0.102
C -1.19 -0.85 -4.46 -0.111
O -0.78 -1.72 -5.10 0.112
H -1.46 3.75 -4.65 0.100
H -0.10 5.83 -4.92 0.094
H 2.09 6.05 -3.70 0.088
H 3.10 4.00 -2.68 0.091
H 1.75 1.90 -2.50 0.108
H -0.08 -1.06 -1.05 0.022
H 0.40 0.62 -0.36 0.039
```

For the LUMO energy, the calculation gives 0.08069 hartree. The value obtained for the HOMO energy is -3.888 eV. The relative energy (zero: lowest compared OMol25 entry of this formula, charge and spin) is 0.0 kJ/mol. Its total charge is -1. As for the spin multiplicity: 1.